ORCA calculation (the ωB97M-V functional and the def2-TZVPD basis) on C15H12N3O2PdS as an isolated structure.

Last column: natural (NBO) charge in e.
Element x y z (Å)
Pd -0.203 0.611 0.184  0.5998
N 0.398 0.977 4.384  -0.8205
C 0.610 0.712 3.047  0.2713
S 0.270 2.036 1.952  -0.2779
N 1.045 -0.458 2.731  -0.4350
N 1.210 -0.623 1.359  -0.3502
C 1.753 -1.734 1.013  0.1259
C 2.116 -2.121 -0.324  -0.2826
C 2.545 -3.444 -0.516  -0.1392
C 2.939 -3.925 -1.742  -0.3447
C 2.907 -3.041 -2.838  -0.1870
C 2.512 -1.739 -2.696  -0.3226
C 2.106 -1.185 -1.429  0.4301
O 1.792 0.028 -1.307  -0.7500
H 0.327 1.948 4.633  0.3856
H 0.896 0.378 5.023  0.3823
H 1.962 -2.448 1.813  0.1687
H 2.555 -4.104 0.348  0.1879
H 3.262 -4.951 -1.863  0.1933
H 3.209 -3.398 -3.818  0.1898
H 2.503 -1.061 -3.541  0.2023
C -4.002 3.473 -0.608  -0.2573
C -2.762 3.782 -1.148  -0.2358
C -1.680 2.931 -0.956  -0.2200
C -1.807 1.754 -0.219  -0.1291
C -3.059 1.458 0.319  -0.2892
C -4.145 2.302 0.125  -0.2074
H -4.846 4.137 -0.751  0.1969
H -2.630 4.695 -1.718  0.1977
H -0.719 3.190 -1.386  0.2056
H -3.192 0.558 0.909  0.2063
H -5.106 2.045 0.556  0.1963
O -1.660 -1.876 -0.848  -0.4721
C -1.103 -0.905 -0.687  0.5811

The energy above the lowest of the compared OMol25 structures with the same formula, charge and spin is 0.0 kcal/mol. For the strongest force on any atom, the calculation gives 0.8 eV/Å. Its charge is -1. The value obtained for the HOMO-LUMO gap is 6.768 eV. The calculated total energy comes out at -1419.68300 a.u. The highest occupied orbital energy is -0.1359 hartree.


ORCA calculation (the ωB97M-V functional and the def2-TZVPD basis) on C15H12N4PdS4 as an isolated structure at a distorted geometry.

Last column: Mulliken spin population.
Element x y z (Å)
Pd 0.285 0.671 0.144  1.1610
C -4.708 -0.899 -1.425  0.0075
S -4.653 0.538 -0.329  0.0126
C -2.909 0.819 -0.178  -0.0318
S -1.825 -0.517 -0.081  0.3114
N -2.614 2.069 -0.034  0.0379
N -1.253 2.299 0.080  0.0740
C -0.955 3.508 0.334  0.0165
C 0.444 3.959 0.347  -0.0091
C 0.736 5.312 0.437  0.0090
C 2.063 5.711 0.409  -0.0032
C 3.043 4.744 0.288  0.0049
C 2.656 3.412 0.205  -0.0026
N 1.389 3.023 0.238  0.0164
H -5.735 -1.258 -1.394  0.0007
H -4.039 -1.680 -1.075  -0.0039
H -4.450 -0.607 -2.440  0.0005
H -1.756 4.228 0.489  0.0025
H -0.071 6.028 0.522  -0.0003
H 2.323 6.759 0.479  -0.0002
H 4.092 5.004 0.262  0.0000
H 3.402 2.633 0.110  0.0016
S 2.657 0.145 0.416  0.2904
C 2.200 -1.515 0.335  -0.0378
N 0.950 -1.828 0.212  0.1007
C 0.772 -3.210 0.171  -0.0048
C -0.445 -3.882 0.057  0.0123
C -0.443 -5.263 0.033  -0.0076
C 0.750 -5.989 0.122  0.0228
C 1.964 -5.336 0.240  -0.0141
C 1.960 -3.945 0.264  0.0236
S 3.306 -2.857 0.409  0.0098
H -1.368 -3.321 -0.009  -0.0015
H -1.384 -5.793 -0.054  0.0001
H 0.724 -7.071 0.101  0.0013
H 2.891 -5.890 0.312  -0.0005

The energy above the lowest of the compared OMol25 structures with the same formula, charge and spin is 10.8 kcal/mol. For the strongest force on any atom, the calculation gives 1.5 eV/Å. As for the expectation value of S²: 2.0129. As for the spin multiplicity: 3. The value obtained for the HOMO-LUMO gap (spin up / spin down) is 7.394 / 5.246 eV. The calculated total energy comes out at -2518.40897 a.u. The highest occupied orbital energy (spin up / spin down) is -0.2978 / -0.2857 hartree.


ORCA calculation (the ωB97M-V functional and the def2-TZVPD basis) on C15H13AsN2ReS5 as an isolated structure.

Last column: natural (NBO) charge in e.
Element x y z (Å)
Re 0.320 1.195 -0.362  0.6319
N -0.551 0.336 -2.224  -0.8172
C -0.014 -1.002 -2.461  0.1322
C -0.555 -1.973 -3.258  -0.1412
C 0.160 -3.177 -3.456  -0.1632
C 1.398 -3.353 -2.895  -0.1030
C 1.961 -2.341 -2.077  -0.1027
C 3.243 -2.414 -1.497  0.0461
C 3.726 -1.370 -0.728  -0.2627
C 2.927 -0.269 -0.499  0.1398
N 1.666 -0.172 -1.004  -0.5174
C 1.211 -1.184 -1.843  0.1351
H -0.260 0.925 -3.010  0.4307
H -1.569 0.353 -2.245  0.4428
H -1.508 -1.825 -3.754  0.2626
H -0.270 -3.949 -4.079  0.2738
H 1.960 -4.261 -3.074  0.2664
H 3.857 -3.292 -1.671  0.2702
H 4.713 -1.398 -0.287  0.2853
H 3.268 0.545 0.124  0.2408
S 0.620 6.095 1.179  0.0628
As 0.869 4.203 0.296  0.8659
S 1.374 2.305 1.319  -0.0764
S -0.471 3.221 -1.131  -0.1398
S 2.269 5.683 -0.240  0.0445
S -0.968 -0.134 0.756  0.5439
C -1.831 0.373 2.125  -0.3106
C -2.391 -0.714 2.848  -0.1309
C -3.079 -0.457 4.011  -0.1901
C -3.238 0.861 4.437  -0.0497
C -2.718 1.939 3.711  -0.2105
C -2.022 1.709 2.551  -0.1061
H -2.260 -1.731 2.498  0.2505
H -3.497 -1.271 4.586  0.2706
H -3.796 1.059 5.344  0.2633
H -2.885 2.951 4.054  0.2595
H -1.658 2.534 1.958  0.2029

The energy above the lowest of the compared OMol25 structures with the same formula, charge and spin is 0.0 kcal/mol. For the strongest force on any atom, the calculation gives 0.7 eV/Å. Its charge is +3. The value obtained for the HOMO-LUMO gap (spin up / spin down) is 5.507 / 5.524 eV. The calculated total energy comes out at -4992.91691 a.u. The highest occupied orbital energy (spin up / spin down) is -0.6598 / -0.6599 hartree.


ORCA calculation (the ωB97M-V functional and the def2-TZVPD basis) on C15H13BBrCuN7O2 as an isolated structure.

Last column: natural (NBO) charge in e.
Element x y z (Å)
Cu -0.115 -0.281 1.004  0.8991
C -3.478 1.952 2.673  -0.3748
C -2.947 0.743 2.195  -0.0416
N -1.719 0.925 1.740  -0.3348
N -1.426 2.223 1.907  -0.3310
C -2.468 2.869 2.467  -0.0341
B -0.084 2.809 1.421  0.5627
N 0.056 2.515 -0.089  -0.3201
C 0.109 3.377 -1.124  -0.0383
C 0.189 2.639 -2.288  -0.3767
C 0.174 1.304 -1.850  -0.0480
N 0.096 1.251 -0.530  -0.3197
N 1.104 2.139 2.154  -0.3234
C 2.025 2.720 2.944  -0.0269
C 2.940 1.758 3.321  -0.3732
C 2.483 0.589 2.694  -0.0511
N 1.381 0.835 2.001  -0.3375
H -4.451 2.125 3.102  0.2129
H -3.399 -0.236 2.173  0.2101
H -2.425 3.926 2.678  0.2072
H -0.063 3.993 1.615  -0.0564
H 0.087 4.443 -0.964  0.2060
H 0.242 3.007 -3.299  0.2117
H 0.208 0.390 -2.423  0.2116
H 1.981 3.768 3.193  0.2090
H 3.805 1.887 3.950  0.2139
H 2.898 -0.407 2.714  0.2062
Br -0.549 0.082 4.883  0.0300
C 0.048 -1.514 4.021  0.1727
C 0.817 -2.404 4.750  -0.3028
C 1.096 -3.628 4.160  -0.1740
C 0.598 -3.891 2.892  -0.2413
C -0.089 -2.893 2.221  0.1284
N -0.358 -1.705 2.785  -0.4780
C -0.513 -3.065 0.757  0.7355
O -0.887 -4.190 0.410  -0.7096
O -0.423 -2.013 0.060  -0.7915
H 1.161 -2.156 5.744  0.2236
H 1.686 -4.364 4.692  0.2072
H 0.738 -4.846 2.405  0.2367

The energy above the lowest of the compared OMol25 structures with the same formula, charge and spin is 0.0 kcal/mol. For the strongest force on any atom, the calculation gives 0.7 eV/Å. Its charge is -1. The value obtained for the HOMO-LUMO gap is 6.372 eV. The calculated total energy comes out at -5352.73376 a.u. The highest occupied orbital energy is -0.1318 hartree.


ORCA calculation (the ωB97M-V functional and the def2-TZVPD basis) on C15H13BBrN7O2W as an isolated structure.

Last column: Mulliken spin population.
Element x y z (Å)
W 0.022 -0.112 0.028  1.7883
C 4.128 -0.645 1.219  0.0008
C 2.876 -1.188 0.992  -0.0116
N 2.036 -0.219 0.582  0.0231
N 2.739 0.944 0.545  -0.0269
C 3.998 0.704 0.925  0.0469
B 2.007 2.220 0.105  -0.0402
N 0.815 2.433 1.090  0.0013
C 0.564 3.481 1.877  0.0352
C -0.575 3.231 2.630  0.0130
C -1.012 1.987 2.222  -0.0079
N -0.167 1.501 1.292  0.0566
N 1.458 1.965 -1.334  0.0013
C 1.712 2.646 -2.454  0.0352
C 1.055 2.046 -3.519  0.0129
C 0.364 0.987 -2.966  -0.0079
N 0.612 0.936 -1.643  0.0567
H 5.013 -1.157 1.553  0.0007
H 2.530 -2.205 1.097  0.0002
H 4.720 1.503 0.962  0.0022
H 2.709 3.173 0.107  0.0000
H 1.218 4.337 1.860  0.0023
H -1.022 3.871 3.370  0.0009
H -1.868 1.414 2.541  0.0001
H 2.354 3.511 -2.425  0.0023
H 1.079 2.344 -4.552  0.0009
H -0.284 0.263 -3.434  0.0001
Br -2.076 2.783 -1.097  0.0081
C -2.892 1.097 -0.981  0.0177
C -4.238 0.987 -1.317  -0.0106
C -4.853 -0.248 -1.240  0.0169
C -4.113 -1.353 -0.829  -0.0055
C -2.790 -1.158 -0.515  0.0008
N -2.168 0.046 -0.584  -0.0273
C -1.927 -2.290 -0.068  0.0163
O -2.230 -3.419 0.069  0.0028
O -0.622 -1.858 0.194  -0.0065
H -4.778 1.867 -1.633  0.0004
H -5.898 -0.352 -1.498  0.0004
H -4.541 -2.343 -0.750  0.0001

The energy above the lowest of the compared OMol25 structures with the same formula, charge and spin is 0.2 kcal/mol. For the strongest force on any atom, the calculation gives 0.9 eV/Å. As for the expectation value of S²: 2.0134. Its charge is +2. As for the spin multiplicity: 3. The value obtained for the HOMO-LUMO gap (spin up / spin down) is 7.244 / 8.030 eV. The calculated total energy comes out at -3778.70256 a.u. The highest occupied orbital energy (spin up / spin down) is -0.5646 / -0.5889 hartree.


ORCA calculation (the ωB97M-V functional and the def2-TZVPD basis) on one molecule with the formula C15H13BN2O4S at a distorted geometry.

Last column: natural (NBO) charge in e.
Element x y z (Å)
O 1.612 -0.824 1.517  -0.9059
S 1.231 0.624 1.596  2.1822
O 2.042 1.465 2.569  -0.9015
N 1.016 1.670 0.252  -0.7947
C 1.289 1.187 -1.049  0.1410
C 1.816 2.025 -2.070  -0.2429
C 2.441 1.434 -3.164  -0.2055
C 2.520 0.044 -3.283  -0.1731
C 2.035 -0.760 -2.288  -0.3858
B 2.313 -2.263 -1.980  1.1051
O 2.782 -3.142 -2.914  -0.8746
O 2.196 -2.759 -0.678  -0.9293
C 1.381 -0.198 -1.219  -0.2162
C -0.515 0.533 2.027  -0.2156
C -0.779 0.911 3.298  -0.2008
C -2.088 0.928 3.795  -0.2091
C -3.131 0.579 2.981  -0.1534
C -2.893 0.164 1.660  -0.1019
C -3.917 -0.307 0.829  -0.1248
C -3.604 -0.840 -0.370  -0.2571
C -2.257 -0.739 -0.789  0.0819
N -1.268 -0.277 -0.079  -0.4228
C -1.569 0.168 1.173  0.1350
H 1.531 2.438 0.604  0.4215
H 1.664 3.085 -2.044  0.2152
H 2.920 2.005 -3.921  0.2143
H 3.050 -0.448 -4.073  0.2170
H 2.874 -3.982 -2.467  0.4920
H 2.047 -2.232 0.122  0.5293
H 0.897 -0.826 -0.479  0.2507
H 0.040 1.270 3.941  0.2500
H -2.252 1.179 4.816  0.2219
H -4.124 0.569 3.354  0.2145
H -4.947 -0.331 1.105  0.2181
H -4.387 -1.254 -1.008  0.2278
H -1.965 -1.096 -1.764  0.1974

The energy above the lowest of the compared OMol25 structures with the same formula, charge and spin is 15.3 kcal/mol. For the strongest force on any atom, the calculation gives 4.3 eV/Å. The value obtained for the HOMO-LUMO gap is 8.182 eV. Its SMILES is O=S(=O)(Nc1cccc(B(O)O)c1)c1cccc2cccnc12. The calculated total energy comes out at -1412.97478 a.u. The highest occupied orbital energy is -0.3129 hartree.